Record 1
The following is a quantum chemistry calculation of a 3-piece molecular cluster, C5H14N2O overall in a non-equilibrium geometry, from OMol25.

Values from the calculation:
2S+1: 1
Energy, Ha: -383.4221
Energy above the lowest of the compared OMol25 structures with the same formula, charge and spin, kcal per mole: 174.82
Charge: 0
Max |F|, eV/A: 1.694
Kohn-Sham gap (alpha / beta), eV: 6.15 / 8.59

The geometry in XYZ format:
```
22
Properties=species:S:1:pos:R:3:mulliken_charge:R:1
C -0.03668 0.28861 0.65999 0.219
C -0.03488 -0.71783 -0.24534 -0.079
C 2.25200 0.26652 -0.21367 -0.884
C -0.55401 1.67114 0.44667 -1.313
C -0.57344 -0.64347 -1.63168 -1.306
N -2.24795 -0.74850 1.12986 -0.405
N 3.08353 -0.45996 0.62719 -0.397
O -3.17470 -0.47191 0.03644 -0.381
H -3.59194 0.34753 0.32147 0.321
H -2.14979 -1.76290 1.02632 0.238
H 0.31388 0.06155 1.65990 0.341
H 0.32999 -1.68065 0.09489 0.385
H 3.05531 -0.21384 1.60597 0.226
H 3.09221 -1.46039 0.49236 0.232
H 2.24894 1.33640 -0.04771 0.358
H 2.27328 -0.03264 -1.25377 0.357
H -0.85680 1.85522 -0.58264 0.237
H 0.19017 2.41912 0.73353 0.433
H -1.42511 1.81036 1.08931 0.362
H -0.19738 -1.45767 -2.25204 0.373
H -1.66752 -0.70946 -1.57883 0.316
H -0.32911 0.30278 -2.11820 0.367
```

Record 2
The following is a quantum chemistry calculation of the molecule C3H5N3, from OMol25.

Values from the calculation:
2S+1: 1
Energy, Ha: -281.5530
Energy above the lowest of the compared OMol25 structures with the same formula, charge and spin, kcal per mole: 23.23
SMILES string: Cn1nccn1
Charge: 0
Max |F|, eV/A: 0.332
Kohn-Sham gap, eV: 10.92

The geometry in XYZ format:
```
11
Properties=species:S:1:pos:R:3:mulliken_charge:R:1
C 1.39518 0.22440 1.12987 -0.685
N 0.23780 0.07614 0.27647 1.027
N -0.81945 -0.65200 0.58449 -0.786
C -1.57453 -0.58556 -0.51184 -0.192
C -0.90388 0.19962 -1.45998 -0.238
N 0.24040 0.61022 -0.92775 -0.748
H 1.21523 0.96574 1.91140 0.269
H 2.20106 0.56059 0.47774 0.287
H 1.64406 -0.74098 1.57202 0.282
H -2.52867 -1.09302 -0.55956 0.394
H -1.10720 0.43484 -2.49286 0.389
```

Record 3
The following is a quantum chemistry calculation of C37H34BrN5O4Tb as an isolated structure in a non-equilibrium geometry, from OMol25.

Values from the calculation:
2S+1: 7
Energy, Ha: -5403.6877
Energy above the lowest of the compared OMol25 structures with the same formula, charge and spin, kcal per mole: 31.29
Charge: -1
Max |F|, eV/A: 3.154
Expectation value of S²: 12.0409
Kohn-Sham gap (alpha / beta), eV: 6.80 / 6.81

The geometry in XYZ format:
```
82
Properties=species:S:1:pos:R:3:mulliken_charge:R:1
Tb 0.26424 0.63320 -0.51600 0.364
O -0.70513 2.45230 -1.08666 -0.284
C -1.76071 3.20537 -0.82245 0.235
C -2.41609 3.81682 -1.87363 -0.275
C -3.53301 4.60008 -1.68917 -0.515
C -3.97080 4.86864 -0.35554 -0.799
C -3.38701 4.12280 0.67788 -0.794
C -2.27558 3.31880 0.47380 1.019
C -1.84282 2.52138 1.64014 -0.815
N -1.09800 1.51772 1.59304 0.946
N -0.87829 0.92413 2.90747 -1.067
C -0.19841 -0.19593 2.69807 0.334
O 0.12608 -0.63498 1.58099 -0.503
C 0.08805 -1.09598 3.85393 0.364
C -0.26808 -0.65441 5.11893 -0.236
C 0.03521 -1.38222 6.24746 -0.813
C 0.42729 -2.69095 6.10678 -0.312
C 0.61622 -3.20317 4.83246 -0.912
C 0.60964 -2.36381 3.71860 0.342
H -1.96522 3.57729 -2.84702 0.331
H -4.07588 4.95944 -2.56661 0.364
H -4.89671 5.44695 -0.27637 0.314
H -3.85734 4.14087 1.68454 0.281
H -2.30723 2.79784 2.61327 0.153
H -0.74856 0.32457 5.11026 0.414
H -0.20751 -0.97287 7.22306 0.401
H 0.50423 -3.35600 6.93967 0.437
H 1.08104 -4.24646 4.83027 0.239
H 0.81299 -2.71619 2.64340 0.239
C 3.16197 0.32980 -2.47510 -1.179
N 1.90330 1.04670 -2.65686 1.236
C 2.10129 2.46973 -2.60281 -1.361
C 1.29400 0.55237 -3.89870 -0.392
C 1.60973 1.14493 -5.11339 -0.249
C 0.99934 0.70574 -6.33097 -0.828
C 0.03852 -0.33306 -6.21465 -0.877
C -0.37781 -0.83631 -5.02754 -0.431
C 0.21978 -0.40016 -3.78296 0.399
N -0.29792 -0.67755 -2.50420 0.442
C -0.88604 -1.92583 -2.33353 -0.125
C -0.53571 -3.05476 -3.08464 -0.565
C -1.20824 -4.25601 -2.90057 -0.841
C -2.25607 -4.39041 -2.00805 -0.973
C -2.52026 -3.34312 -1.15450 -0.302
C -1.88560 -2.10979 -1.35113 0.283
N -2.19935 -0.93407 -0.56433 1.512
C -2.79413 -1.19197 0.72750 -1.514
C -3.08774 0.00310 -1.23128 -1.424
H 3.90455 0.92331 -3.00114 0.352
H 3.01288 -0.70836 -2.78857 0.311
H 3.34289 0.29816 -1.41758 0.230
H 2.84629 2.91050 -3.25170 0.472
H 2.39576 2.67464 -1.57531 0.269
H 1.16680 3.01617 -2.76292 0.365
H 2.43841 1.92905 -5.24696 0.147
H 1.21442 1.22215 -7.22979 0.467
H -0.55214 -0.48803 -7.05458 0.371
H -1.25425 -1.46951 -4.90307 0.473
H 0.26974 -2.92502 -3.79131 0.562
H -0.95459 -5.11484 -3.44059 0.469
H -2.79581 -5.25880 -2.09824 0.496
H -3.38538 -3.42835 -0.40364 0.140
H -3.87811 -1.60203 0.65010 0.393
H -2.77798 -0.27040 1.34223 0.187
H -2.24440 -1.92316 1.31529 0.420
H -4.07309 -0.48992 -1.38929 0.341
H -2.75433 0.31878 -2.17774 0.276
H -3.31775 0.90028 -0.64573 0.427
Br 3.70218 2.10404 5.82224 -0.220
C 3.82064 0.67330 4.53550 -0.117
C 4.36836 -0.59673 4.85543 -0.361
C 4.31120 -1.64672 3.89040 -0.682
C 3.82005 -1.33622 2.62099 -0.112
C 3.31583 -0.09175 2.29614 -0.484
C 3.29190 0.92753 3.22764 -0.258
C 2.61218 0.14509 0.99086 1.362
O 2.50835 -0.80690 0.18441 -0.706
O 2.14961 1.32077 0.77678 -0.728
H 4.62302 -0.86435 5.82646 0.501
H 4.65588 -2.68141 4.08161 0.359
H 3.84266 -2.07695 1.83134 0.413
H 2.92252 1.90115 2.97795 0.603
```

Record 4
The following is a quantum chemistry calculation of a 2-piece molecular cluster, C29H32N4O overall in a non-equilibrium geometry, from OMol25.

Values from the calculation:
2S+1: 1
Energy, Ha: -1418.4822
Energy above the lowest of the compared OMol25 structures with the same formula, charge and spin, kcal per mole: 4.00
Charge: 0
Max |F|, eV/A: 2.331
Kohn-Sham gap, eV: 4.59

The geometry in XYZ format:
```
66
Properties=species:S:1:pos:R:3:mulliken_charge:R:1
O 4.20202 4.33478 -2.72123 -0.544
C 3.21327 3.62206 -2.77420 -0.054
C 1.80874 4.04462 -2.80789 0.278
N 0.79696 3.34169 -2.22675 -0.295
C -0.34401 4.01716 -2.52264 -0.406
C 0.00977 5.15876 -3.29175 -0.537
N 1.36135 5.16574 -3.46011 -0.743
H 3.28828 2.50879 -2.81267 0.275
H -1.34036 3.72296 -2.21844 0.397
H -0.67507 5.90279 -3.67486 0.412
C -5.01474 -0.99194 -3.71225 -0.892
C -5.54631 -1.81099 -2.54969 -0.586
N -4.49167 -2.23929 -1.65525 -0.006
C -4.86556 -3.34031 -0.79095 -0.661
C -3.66161 -3.97105 -0.11647 -0.897
C -2.83147 -2.91671 0.60611 -0.534
C -2.61183 -1.69528 -0.22766 0.517
C -3.44798 -1.41784 -1.34962 0.436
C -3.17794 -0.25496 -2.13670 0.229
C -2.05185 0.49875 -1.87774 -0.931
C -1.14723 0.18034 -0.81797 0.232
C 0.08549 0.84513 -0.71211 -0.442
C 1.11326 0.54015 0.20247 -0.041
C 2.06004 1.54029 0.57265 -1.118
C 2.96211 1.35516 1.60206 0.497
C 3.01043 0.10077 2.28745 0.473
N 3.92089 -0.11749 3.28070 0.038
C 5.05387 0.76877 3.44947 -0.612
C 4.66215 2.22467 3.27467 -0.877
C 3.89147 2.46553 1.97723 -0.899
C 4.12699 -1.44735 3.81935 -0.679
C 2.82396 -2.21524 3.93837 -0.900
C 2.08606 -2.24683 2.60533 -0.699
C 2.11289 -0.93362 1.89142 0.783
C 1.27015 -0.73832 0.81644 -1.793
C -1.58740 -0.82933 0.09467 -1.287
C -4.10479 0.13982 -3.24330 -0.849
H -4.46019 -1.64542 -4.39547 0.318
H -5.86182 -0.57642 -4.26303 0.371
H -6.29729 -1.22031 -1.99243 0.285
H -6.04747 -2.71276 -2.92046 0.401
H -5.57499 -2.98568 -0.02163 0.296
H -5.38802 -4.08017 -1.40953 0.398
H -4.00453 -4.72431 0.59553 0.377
H -3.04544 -4.47584 -0.86941 0.325
H -3.31925 -2.64516 1.55604 0.308
H -1.85680 -3.34536 0.87228 0.266
H -1.81378 1.34449 -2.52669 0.545
H 0.25205 1.69360 -1.36534 0.914
H 2.02781 2.49415 0.04185 0.609
H 5.45435 0.60143 4.45579 0.390
H 5.85072 0.50975 2.72784 0.300
H 4.04777 2.53970 4.12588 0.313
H 5.56879 2.83414 3.27760 0.372
H 4.60213 2.63638 1.15224 0.376
H 3.32017 3.39791 2.07399 0.437
H 4.82647 -2.00942 3.17423 0.301
H 4.59725 -1.33550 4.80311 0.414
H 3.03855 -3.23527 4.26295 0.390
H 2.19313 -1.74562 4.70145 0.315
H 2.51550 -3.02806 1.95752 0.342
H 1.04278 -2.54025 2.77996 0.274
H 0.70396 -1.59356 0.44267 1.165
H -1.08773 -0.95791 1.05571 1.166
H -3.51552 0.50523 -4.09219 0.422
H -4.72898 0.98807 -2.91855 0.325
```

Record 5
The following is a quantum chemistry calculation of a 2-piece molecular cluster, CHF2O2P overall in a non-equilibrium geometry, from OMol25.

Values from the calculation:
2S+1: 1
Energy, Ha: -730.1676
Energy above the lowest of the compared OMol25 structures with the same formula, charge and spin, kcal per mole: 91.32
Charge: 0
Max |F|, eV/A: 2.687
Kohn-Sham gap (alpha / beta), eV: 10.84 / 4.51

The geometry in XYZ format:
```
7
Properties=species:S:1:pos:R:3:mulliken_charge:R:1
C -1.19773 -0.47973 0.47840 0.084
O 1.85474 1.38661 0.44266 -0.399
O 0.93571 0.02766 -1.51718 -0.347
F -1.10625 -1.78292 0.68330 -0.156
F -1.79935 0.04706 -0.56997 -0.140
P 2.03523 0.59965 -0.77488 0.555
H -0.72235 0.20167 1.25766 0.404
```

Question: The lowest charge belongs to which entry?
Answer: C37H34BrN5O4Tb